# 1
Here is a molecular structure, C22H38HgP2 at a distorted geometry from the OMol25 dataset. Energies are from ωB97M-V with the def2-TZVPD basis set.

CARTESIAN COORDINATES (ANGSTROEM)
P1 -0.380116 3.448682 -0.152644
P2 -1.713991 -0.344064 -0.354883
C1 -2.030955 2.660630 -0.448449
C2 -2.311760 1.372258 0.314223
H1 -2.194661 2.621850 -1.532877
H2 -2.750256 3.375496 -0.052153
H3 -1.946747 1.405003 1.343177
H4 -3.395992 1.230180 0.338437
C3 -2.532512 -0.065656 -2.034993
H5 -2.475710 -0.962736 -2.666650
H6 -2.109888 0.788010 -2.592201
H7 -3.596723 0.152580 -1.835190
C4 -3.134444 -1.302611 0.330266
H8 -4.057677 -0.823422 -0.006636
H9 -3.057646 -1.314620 1.426908
H10 -3.017093 -2.347897 0.005140
C5 -0.170406 5.112384 -1.005473
H11 0.477069 5.721776 -0.359795
H12 -1.171262 5.570034 -1.078816
H13 0.295774 5.059736 -1.995331
C6 -1.099022 4.651574 1.239926
H14 -1.473909 4.079338 2.108281
H15 -1.936971 5.171926 0.739886
H16 -0.286879 5.358916 1.525624
Hg1 -0.590241 -1.976252 1.009039
C7 0.571404 1.338133 -1.537466
C8 0.476805 2.730796 -1.759384
C9 1.918950 3.191047 -1.954761
C10 2.546668 3.392507 -0.532632
C11 1.603119 3.757680 0.535627
C12 0.756650 2.836603 1.238449
C13 0.922101 1.317684 1.098888
C14 1.260648 0.762113 -0.354180
C15 0.561645 -2.764696 2.571003
H17 0.240080 0.643778 -2.314682
H18 -0.191630 3.012285 -2.583318
H19 2.050179 4.076700 -2.602699
H20 2.455139 2.340912 -2.425157
H21 3.182629 2.537422 -0.252180
H22 3.238195 4.233706 -0.601901
H23 1.711852 4.651404 1.137453
H24 0.400105 3.022624 2.250366
H25 0.045246 0.761162 1.498641
H26 1.723026 0.946019 1.765546
H27 2.373174 0.823103 -0.456021
H28 1.030642 -0.333076 -0.400756
H29 0.114030 -2.336528 3.480307
H30 1.580940 -2.381201 2.499477
H31 0.538072 -3.862809 2.601489
C16 -0.724525 -4.614553 -0.301377
C17 0.402236 -5.380826 0.049326
C18 1.636332 -5.213447 -0.649202
C19 2.700175 -6.066946 -0.388289
C20 2.607070 -7.080616 0.577660
C21 1.415072 -7.203580 1.305376
C22 0.342256 -6.359895 1.083368
H32 -0.731085 -4.076199 -1.243603
H33 -1.654617 -4.800522 0.239862
H34 1.711104 -4.407892 -1.385699
H35 3.634873 -5.938841 -0.933749
H36 3.434115 -7.784944 0.729819
H37 1.353132 -7.960552 2.080130
H38 -0.573787 -6.451671 1.669455

Cartesian forces (eV/Å) of the 3 atoms listed first:
-0.88 3.40 0.34
-2.67 2.28 -1.11
0.12 0.23 -0.17

Summary:
HOMO (spin up / spin down): -5.22 / -5.19 eV
Orbital gap (spin up / spin down): 5.0 / 4.8 eV
LUMO level (spin up / spin down): -0.008 / -0.016 Ha
2S+1: 1

From a Löwdin analysis of the wavefunction, the atomic charges in e read: P 0.823; P 0.786; C -0.300; C -0.337; H 0.078; H 0.076; H 0.071; H 0.071; C -0.235; H 0.050; H 0.031; H 0.050; C -0.358; H 0.043; H 0.033; H 0.028; C -0.180; H 0.054; H 0.056; H 0.040; C -0.230; H 0.040; H 0.029; H 0.046; Hg 0.949; C -0.187; C -0.412; C -0.159; C -0.176; C -0.239; C -0.313; C -0.182; C -0.235; C -0.316; H 0.101; H 0.120; H 0.111; H 0.119; H 0.108; H 0.113; H 0.112; H 0.119; H 0.040; H 0.118; H 0.109; H 0.049; H -0.041; H -0.028; H -0.022; C -0.148; C -0.395; C -0.080; C -0.126; C -0.133; C -0.126; C -0.090; H -0.004; H 0.011; H 0.098; H 0.091; H 0.088; H 0.091; H 0.101



# 2
Here is 6 unconnected molecules or ions with the total composition C22H38N6O12 at a distorted geometry from the OMol25 dataset. Energies are from ωB97M-V with the def2-TZVPD basis set.

CARTESIAN COORDINATES (ANGSTROEM)
C1 5.251979 -0.750824 -1.149680
C2 3.665684 -0.546974 -1.286882
C3 3.294767 0.957592 -1.741001
C4 2.544049 1.767871 -0.538302
C5 1.681758 2.963992 -1.242076
C6 0.168558 2.418333 -1.545913
C7 -0.171655 2.585517 -3.100517
C8 -1.547359 1.917172 -3.582582
C9 -1.779569 0.406972 -3.117662
N1 -2.103407 0.214786 -1.670828
C10 -3.178938 0.994536 -1.076099
O1 -3.422512 2.229195 -1.039357
C11 -4.216106 0.106518 -0.261486
C12 -5.462368 0.466641 0.569930
C13 -6.192301 -0.742047 1.265344
C14 -5.611555 -2.167054 1.099317
C15 -4.346423 -2.512902 0.237037
C16 -3.644846 -1.323523 -0.450743
C17 -2.363289 -1.224652 -1.377732
O2 -1.700816 -2.203370 -1.826731
H1 5.824859 -0.506721 -2.108878
H2 5.422311 -1.850681 -0.859791
H3 5.622061 -0.075291 -0.292581
H4 3.168947 -1.277366 -2.025393
H5 3.195532 -0.757281 -0.264682
H6 4.199182 1.545794 -2.132176
H7 2.509839 0.894749 -2.584490
H8 1.892473 1.027643 0.035430
H9 3.301526 2.186699 0.229821
H10 2.212870 3.176407 -2.230589
H11 1.690710 3.828597 -0.499073
H12 -0.520062 3.129299 -0.950802
H13 0.149434 1.346764 -1.161351
H14 -0.284519 3.723718 -3.284354
H15 0.660817 2.246002 -3.811445
H16 -2.432836 2.624342 -3.349697
H17 -1.504576 1.892402 -4.740348
H18 -0.803691 -0.166042 -3.357589
H19 -2.592699 -0.126362 -3.746416
H20 -5.794346 1.548903 0.662701
H21 -7.132959 -0.496107 1.870690
H22 -6.146990 -3.032997 1.630072
H23 -3.921270 -3.563849 0.139089
C18 -6.188224 -4.603793 5.214728
N2 -6.903035 -4.051681 4.035025
O3 -7.288790 -2.891926 4.106326
O4 -7.052247 -4.801562 3.076887
H24 -6.129057 -3.833803 5.981660
H25 -6.757357 -5.461243 5.572394
H26 -5.192168 -4.898450 4.886724
C19 8.865930 -0.655928 1.692657
N3 7.708376 -1.110771 0.880369
O5 7.936429 -1.478615 -0.264720
O6 6.609873 -1.082060 1.421887
H27 9.769256 -0.733527 1.091409
H28 8.680746 0.373245 1.976519
H29 8.927753 -1.302783 2.567647
C20 7.875684 3.542646 0.628745
N4 9.000580 2.907775 1.364458
O7 9.399522 1.825551 0.956544
O8 9.443751 3.514250 2.323653
H30 7.585126 2.893960 -0.195871
H31 7.052142 3.666394 1.331188
H32 8.227384 4.504564 0.257881
C21 -1.525923 -4.562017 3.746063
N5 -2.173211 -5.433699 4.761675
O9 -3.189672 -5.014006 5.297616
O10 -1.641617 -6.505288 4.986016
H33 -2.104942 -3.645188 3.650036
H34 -0.516450 -4.346280 4.093970
H35 -1.511286 -5.109823 2.804578
C22 -5.716199 3.432832 -2.786765
N6 -5.223927 3.882884 -4.114705
O11 -5.824451 3.485479 -5.100410
O12 -4.250947 4.619307 -4.121110
H36 -6.580630 2.787362 -2.933457
H37 -4.904591 2.888361 -2.302639
H38 -5.990129 4.321437 -2.219155

Cartesian forces (eV/Å) of the 3 atoms listed first:
-0.96 -0.36 0.19
0.34 0.57 -0.35
-1.12 -0.38 0.80

Summary:
Structure (SMILES): CCCCCCCCCN1C(=O)c2ccccc2C1=O.C[N+](=O)[O-].C[N+](=O)[O-].C[N+](=O)[O-].C[N+](=O)[O-].C[N+](=O)[O-]
HOMO: -9.62 eV
Orbital gap: 8.6 eV
LUMO level: -0.037 Ha
2S+1: 1

From a Löwdin analysis of the wavefunction, the atomic charges in e read: C -0.152; C -0.251; C -0.213; C -0.215; C -0.198; C -0.194; C -0.207; C -0.180; C -0.146; N 0.013; C -0.292; O 0.019; C -0.030; C 0.021; C -0.029; C -0.038; C 0.022; C -0.033; C -0.285; O 0.057; H 0.080; H 0.075; H 0.061; H 0.105; H 0.099; H 0.110; H 0.098; H 0.093; H 0.104; H 0.098; H 0.099; H 0.118; H 0.093; H 0.125; H 0.107; H 0.096; H 0.124; H 0.142; H 0.144; H 0.102; H 0.101; H 0.067; H 0.104; C 0.044; N -0.435; O 0.052; O 0.044; H 0.101; H 0.107; H 0.063; C 0.033; N -0.417; O 0.057; O 0.031; H 0.099; H 0.066; H 0.106; C 0.053; N -0.422; O 0.019; O 0.079; H 0.097; H 0.104; H 0.103; C 0.049; N -0.428; O 0.031; O 0.082; H 0.095; H 0.104; H 0.103; C 0.042; N -0.444; O 0.058; O 0.052; H 0.097; H 0.057; H 0.106



# 3
Here is a molecular structure, C22H38N6O2S2Si4SnTe at a distorted geometry from the OMol25 dataset. Energies are from ωB97M-V with the def2-TZVPD basis set.

CARTESIAN COORDINATES (ANGSTROEM)
Sn1 -1.965653 -0.030869 -1.106726
O1 -3.047415 4.242832 -0.155808
C1 -3.166282 3.039776 -0.330512
O2 -2.238644 2.215721 -0.622938
C2 -4.602843 2.493170 -0.188513
C3 -5.554846 3.355109 0.267332
C4 -6.912904 3.011100 0.548085
C5 -7.579201 2.060110 -0.104310
C6 -5.828175 0.556275 -0.686738
N1 -4.776709 1.136630 -0.318585
H1 -5.192092 4.335733 0.545935
H2 -7.441697 3.561536 1.316060
H3 -8.550927 1.668976 0.152699
H4 -6.596594 -1.019057 -1.836377
N2 -6.916305 1.443043 -1.242568
C7 -6.089265 -0.902816 -0.851458
N3 -4.947899 -1.698392 -0.722302
C8 -5.109149 -2.642555 0.237838
C9 -6.273856 -2.706320 0.927990
S1 -7.394446 -1.447203 0.436672
C10 -4.003408 -3.571932 0.483689
C11 -4.147258 -4.858796 0.873291
S2 -2.600903 -5.596735 1.079934
C12 -1.858349 -4.094959 0.595358
N4 -2.697785 -3.144654 0.319355
N5 -0.513366 -3.981919 0.481759
H5 -6.438073 2.173857 -1.789043
H6 -7.556819 0.905740 -1.826558
H7 -6.568759 -3.412463 1.687007
H8 -5.052965 -5.422010 1.023700
H9 0.062932 -4.692333 0.891898
H10 -0.138952 -3.047280 0.443199
N6 -2.675157 0.221867 2.417711
C13 -2.490794 -0.178939 1.351825
H11 -2.749736 0.647352 3.318270
C14 5.716753 2.675801 -0.150944
Si1 3.838823 2.545567 -0.316233
C15 3.082496 3.604491 1.042788
C16 3.358698 3.266836 -1.988906
Si2 3.031162 0.337349 -0.174125
Te1 0.503661 0.750664 -0.014479
Si3 3.717269 -0.645899 1.849317
C17 3.044980 0.362188 3.293663
C18 5.597784 -0.726263 1.992975
C19 3.066690 -2.398715 2.063874
Si4 3.745749 -0.842111 -2.080091
C20 3.566074 -2.722510 -2.023051
C21 5.596295 -0.526823 -2.303407
C22 2.859255 -0.251055 -3.633247
H12 6.032253 3.716841 -0.259001
H13 6.235162 2.088114 -0.911533
H14 6.056981 2.323674 0.826577
H15 3.348076 4.657382 0.919034
H16 3.422440 3.282175 2.030781
H17 1.992430 3.522405 1.023463
H18 3.524622 4.346881 -2.016629
H19 2.299353 3.083994 -2.190801
H20 3.939453 2.816533 -2.798683
H21 3.600894 1.295753 3.417459
H22 3.098639 -0.190037 4.235203
H23 1.999189 0.624418 3.108881
H24 6.045401 0.261038 1.851997
H25 6.024393 -1.392112 1.237176
H26 5.903258 -1.094900 2.975362
H27 1.978608 -2.400565 2.054996
H28 3.393748 -2.823627 3.016736
H29 3.421024 -3.059441 1.267395
H30 3.924516 -3.130229 -1.073323
H31 4.157692 -3.177614 -2.821251
H32 2.527113 -3.031545 -2.157807
H33 6.155987 -0.840204 -1.416589
H34 5.805821 0.532853 -2.469066
H35 5.988796 -1.082310 -3.158902
H36 1.775047 -0.330658 -3.515698
H37 3.148480 -0.843867 -4.504869
H38 3.089194 0.795934 -3.846196

Cartesian forces (eV/Å) of the 3 atoms listed first:
-0.60 0.23 0.40
0.13 -0.24 -0.07
-0.22 0.44 0.01

Summary:
HOMO: -5.87 eV
Orbital gap: 5.0 eV
LUMO level: -0.031 Ha
2S+1: 1

From a Löwdin analysis of the wavefunction, the atomic charges in e read: Sn 0.800; O 0.052; C -0.613; O -0.323; C -0.160; C 0.000; C -0.047; C -0.059; C -0.256; N 0.171; H 0.121; H 0.123; H 0.123; H 0.101; N 0.120; C -0.555; N -0.022; C -0.430; C -0.436; S 0.834; C -0.347; C -0.372; S 1.015; C -0.709; N 0.076; N 0.095; H 0.187; H 0.172; H 0.050; H 0.071; H 0.086; H 0.076; N 0.179; C -0.192; H 0.106; C -0.210; Si 0.313; C -0.223; C -0.221; Si 0.070; Te 0.353; Si 0.317; C -0.224; C -0.213; C -0.221; Si 0.332; C -0.216; C -0.220; C -0.217; H 0.033; H 0.009; H 0.012; H 0.032; H 0.015; H 0.006; H 0.031; H 0.024; H 0.016; H 0.018; H 0.029; H 0.008; H 0.008; H 0.022; H 0.031; H 0.011; H 0.033; H 0.012; H 0.008; H 0.030; H 0.026; H 0.023; H 0.009; H 0.031; H 0.021; H 0.032; H 0.014